No. 1
A 10-piece molecular cluster, C39H98O30S7 overall at a distorted geometry. Source: the OMol25 dataset; level of theory: the ωB97M-V functional and the def2-TZVPD basis.

Last columns: bonded neighbours and bond lengths (Å).
CARTESIAN COORDINATES (ANGSTROEM)
1 C -7.137 5.947 0.969  C2 1.577, H8 1.090, H9 1.090, H10 1.090
2 C -6.222 5.367 -0.177  C1 1.577, O3 1.479, H11 1.090, H12 1.090
3 O -5.495 6.590 -0.577  C2 1.479, S4 1.679
4 S -3.990 6.894 0.105  O3 1.679, C5 1.877, O6 1.460, O7 1.487
5 C -2.902 6.165 -1.239  S4 1.877, H13 1.090, H14 1.090, H15 1.090
6 O -3.684 8.321 0.066  S4 1.460
7 O -3.989 6.155 1.396  S4 1.487
8 H -7.711 5.163 1.464  C1 1.090
9 H -7.939 6.606 0.636  C1 1.090
10 H -6.632 6.494 1.765  C1 1.090
11 H -5.537 4.655 0.283  C2 1.090
12 H -6.739 4.886 -1.008  C2 1.090
13 H -1.839 6.231 -1.007  C5 1.090
14 H -3.162 6.724 -2.138  C5 1.090
15 H -3.109 5.098 -1.316  C5 1.090
16 C -0.174 5.117 -7.196  C17 1.490, H23 1.090, H24 1.090, H25 1.090
17 C -0.084 5.633 -5.801  C16 1.490, O18 1.435, H26 1.090, H27 1.090
18 O 1.082 5.003 -5.248  C17 1.435, S19 1.709
19 S 1.566 5.405 -3.660  O18 1.709, C20 1.855, O21 1.457, O22 1.451
20 C 2.471 6.998 -3.946  S19 1.855, H28 1.090, H29 1.090, H30 1.090
21 O 0.382 5.693 -2.861  S19 1.457
22 O 2.497 4.396 -3.191  S19 1.451
23 H -1.155 5.369 -7.597  C16 1.090
24 H -0.118 4.029 -7.159  C16 1.090
25 H 0.603 5.514 -7.849  C16 1.090
26 H -0.016 6.711 -5.941  C17 1.090
27 H -0.986 5.390 -5.240  C17 1.090
28 H 1.803 7.733 -4.395  C20 1.090
29 H 3.344 6.876 -4.589  C20 1.090
30 H 2.753 7.347 -2.953  C20 1.090
31 C 0.724 1.821 -5.066  C32 1.501, H38 1.090, H39 1.090, H40 1.090
32 C 1.753 1.324 -4.092  C31 1.501, O33 1.413, H41 1.090, H42 1.090
33 O 2.272 0.111 -4.599  C32 1.413, S34 1.643
34 S 3.378 -0.798 -3.793  O33 1.643, C35 1.803, O36 1.494, O37 1.453
35 C 2.277 -1.530 -2.567  S34 1.803, H43 1.090, H44 1.090, H45 1.090
36 O 3.959 -1.831 -4.704  S34 1.494
37 O 4.299 0.090 -3.106  S34 1.453
38 H 1.287 2.131 -5.946  C31 1.090
39 H 0.081 2.647 -4.764  C31 1.090
40 H -0.023 1.066 -5.313  C31 1.090
41 H 2.624 1.978 -4.117  C32 1.090
42 H 1.361 1.275 -3.076  C32 1.090
43 H 2.975 -2.115 -1.967  C35 1.090
44 H 1.476 -2.025 -3.116  C35 1.090
45 H 1.828 -0.796 -1.898  C35 1.090
46 C 2.033 2.878 4.170  C47 1.535, H53 1.090, H54 1.090, H55 1.090
47 C 1.717 4.323 3.758  C46 1.535, O48 1.402, H56 1.090, H57 1.090
48 O 2.772 5.091 4.269  C47 1.402, S49 1.689
49 S 3.288 6.517 3.523  O48 1.689, C50 1.864, O51 1.474, O52 1.483
50 C 4.049 5.716 2.022  S49 1.864, H58 1.090, H59 1.090, H60 1.090
51 O 2.100 7.208 2.992  S49 1.474
52 O 4.367 7.185 4.290  S49 1.483
53 H 2.431 2.759 5.178  C46 1.090
54 H 2.771 2.372 3.548  C46 1.090
55 H 1.149 2.241 4.155  C46 1.090
56 H 1.458 4.486 2.712  C47 1.090
57 H 0.942 4.733 4.405  C47 1.090
58 H 3.355 4.960 1.657  C50 1.090
59 H 4.968 5.178 2.254  C50 1.090
60 H 4.199 6.477 1.257  C50 1.090
61 C -2.408 2.648 3.130  C62 1.512, H68 1.090, H69 1.090, H70 1.090
62 C -2.896 1.267 2.753  C61 1.512, O63 1.435, H71 1.090, H72 1.090
63 O -2.140 0.145 3.232  C62 1.435, S64 1.667
64 S -2.865 -1.328 3.518  O63 1.667, C65 1.828, O66 1.474, O67 1.481
65 C -3.237 -1.667 1.760  S64 1.828, H73 1.090, H74 1.090, H75 1.090
66 O -1.908 -2.292 4.091  S64 1.474
67 O -4.163 -1.066 4.181  S64 1.481
68 H -1.339 2.662 2.919  C61 1.090
69 H -2.340 2.860 4.197  C61 1.090
70 H -3.012 3.445 2.697  C61 1.090
71 H -3.951 1.079 2.950  C62 1.090
72 H -2.840 1.267 1.665  C62 1.090
73 H -2.326 -1.756 1.168  C65 1.090
74 H -3.989 -0.933 1.472  C65 1.090
75 H -3.640 -2.680 1.798  C65 1.090
76 C 4.130 -5.234 -4.963  C77 1.554, H83 1.090, H84 1.090, H85 1.090
77 C 3.421 -5.746 -3.679  C76 1.554, O78 1.430, H86 1.090, H87 1.090
78 O 2.371 -4.844 -3.321  C77 1.430, S79 1.677
79 S 0.814 -5.444 -3.497  O78 1.677, C80 1.905, O81 1.452, O82 1.441
80 C 0.822 -6.579 -1.967  S79 1.905, H88 1.090, H89 1.090, H90 1.090
81 O -0.129 -4.356 -3.307  S79 1.452
82 O 0.654 -6.225 -4.697  S79 1.441
83 H 4.478 -4.213 -4.807  C76 1.090
84 H 3.429 -5.407 -5.781  C76 1.090
85 H 4.966 -5.902 -5.167  C76 1.090
86 H 3.077 -6.775 -3.785  C77 1.090
87 H 4.147 -5.717 -2.866  C77 1.090
88 H 1.660 -7.258 -2.125  C80 1.090
89 H -0.076 -7.193 -1.914  C80 1.090
90 H 1.084 -5.975 -1.098  C80 1.090
91 C 5.059 5.069 -0.990  C92 1.570, H98 1.090, H99 1.090, H100 1.090
92 C 5.078 3.519 -1.238  C91 1.570, O93 1.415, H101 1.090, H102 1.090
93 O 4.590 2.894 -0.066  C92 1.415, S94 1.654
94 S 5.688 2.497 1.106  O93 1.654, C95 1.879, O96 1.475, O97 1.473
95 C 6.130 0.818 0.388  S94 1.879, H103 1.090, H104 1.090, H105 1.090
96 O 6.855 3.396 1.156  S94 1.475
97 O 4.886 2.243 2.315  S94 1.473
98 H 4.066 5.366 -0.654  C91 1.090
99 H 5.232 5.707 -1.856  C91 1.090
100 H 5.766 5.409 -0.232  C91 1.090
101 H 4.395 3.342 -2.069  C92 1.090
102 H 6.092 3.239 -1.523  C92 1.090
103 H 7.219 0.807 0.434  C95 1.090
104 H 5.658 0.738 -0.591  C95 1.090
105 H 5.873 0.013 1.076  C95 1.090
106 C -1.687 -0.125 -1.442  O107 1.347, H115 1.090, H116 1.090, H117 1.090
107 O -2.416 -1.225 -1.171  C106 1.347, C108 1.460
108 C -2.256 -2.371 -2.061  O107 1.460, C109 1.451, H118 1.090, H119 1.090
109 C -3.344 -3.323 -1.932  C108 1.451, O110 1.424, H120 1.090, H121 1.090
110 O -4.527 -2.838 -2.559  C109 1.424, C111 1.451
111 C -5.672 -3.729 -2.559  O110 1.451, C112 1.461, H122 1.090, H123 1.090
112 C -6.914 -3.245 -3.159  C111 1.461, O113 1.442, H124 1.090, H125 1.090
113 O -7.346 -1.984 -2.609  C112 1.442, C114 1.457
114 C -8.620 -1.388 -2.990  O113 1.457, H126 1.090, H127 1.090, H128 1.090
115 H -1.895 0.393 -2.379  C106 1.090
116 H -0.638 -0.341 -1.241  C106 1.090
117 H -1.981 0.549 -0.637  C106 1.090
118 H -1.263 -2.760 -1.836  C108 1.090
119 H -2.092 -2.133 -3.112  C108 1.090
120 H -3.568 -3.548 -0.889  C109 1.090
121 H -3.071 -4.255 -2.427  C109 1.090
122 H -5.934 -4.013 -1.540  C111 1.090
123 H -5.385 -4.632 -3.098  C111 1.090
124 H -7.671 -4.015 -3.007  C112 1.090
125 H -6.781 -3.170 -4.238  C112 1.090
126 H -8.985 -0.887 -2.094  C114 1.090
127 H -9.328 -2.187 -3.211  C114 1.090
128 H -8.536 -0.678 -3.813  C114 1.090
129 C -0.125 -4.695 4.447  O130 1.410, H138 1.090, H139 1.090, H140 1.090
130 O 1.087 -4.212 4.982  C129 1.410, C131 1.402
131 C 1.368 -4.710 6.262  O130 1.402, C132 1.560, H141 1.090, H142 1.090
132 C 1.958 -6.151 6.353  C131 1.560, O133 1.354, H143 1.090, H144 1.090
133 O 0.980 -7.041 6.064  C132 1.354, C134 1.402
134 C 1.371 -8.387 6.020  O133 1.402, C135 1.542, H145 1.090, H146 1.090
135 C 0.187 -9.374 6.026  C134 1.542, O136 1.422, H147 1.090, H148 1.090
136 O -0.491 -9.565 7.261  C135 1.422, C137 1.453
137 C -1.467 -10.641 7.309  O136 1.453, H149 1.090, H150 1.090, H151 1.090
138 H -0.962 -4.616 5.141  C129 1.090
139 H 0.060 -5.722 4.134  C129 1.090
140 H -0.173 -4.144 3.508  C129 1.090
141 H 0.463 -4.636 6.865  C131 1.090
142 H 2.058 -4.023 6.751  C131 1.090
143 H 2.461 -6.163 7.320  C132 1.090
144 H 2.748 -6.213 5.604  C132 1.090
145 H 2.017 -8.684 6.847  C134 1.090
146 H 2.068 -8.523 5.193  C134 1.090
147 H 0.676 -10.318 5.785  C135 1.090
148 H -0.536 -9.117 5.252  C135 1.090
149 H -0.966 -11.577 7.064  C137 1.090
150 H -2.267 -10.506 6.581  C137 1.090
151 H -1.838 -10.728 8.330  C137 1.090
152 C -0.231 -3.725 0.637  O153 1.412, H161 1.090, H162 1.090, H163 1.090
153 O -0.049 -2.337 0.448  C152 1.412, C154 1.402
154 C 0.439 -1.711 1.603  O153 1.402, C155 1.495, H164 1.090, H165 1.090
155 C 0.662 -0.261 1.312  C154 1.495, O156 1.401, H166 1.090, H167 1.090
156 O 1.730 -0.088 0.423  C155 1.401, C157 1.402
157 C 2.325 1.178 0.343  O156 1.402, C158 1.507, H168 1.090, H169 1.090
158 C 1.517 2.337 -0.181  C157 1.507, O159 1.438, H170 1.090, H171 1.090
159 O 0.614 2.808 0.834  C158 1.438, C160 1.439
160 C -0.281 3.813 0.324  O159 1.439, H172 1.090, H173 1.090, H174 1.090
161 H -0.979 -3.988 1.384  C152 1.090
162 H 0.662 -4.263 0.954  C152 1.090
163 H -0.428 -4.223 -0.313  C152 1.090
164 H 1.359 -2.228 1.877  C154 1.090
165 H -0.244 -1.799 2.448  C154 1.090
166 H 0.910 0.211 2.263  C155 1.090
167 H -0.250 0.224 0.965  C155 1.090
168 H 3.274 1.050 -0.177  C157 1.090
169 H 2.594 1.509 1.346  C157 1.090
170 H 0.923 1.955 -1.011  C158 1.090
171 H 2.117 3.169 -0.551  C158 1.090
172 H -0.775 4.288 1.171  C160 1.090
173 H -0.986 3.346 -0.365  C160 1.090
174 H 0.201 4.561 -0.306  C160 1.090

The LUMO energy comes out at -0.0717 eV. Its spin multiplicity is 1. The orbital gap comes out at 9.18 eV.


No. 2
The molecule C3Br2Cl2N2S at a distorted geometry. Source: the OMol25 dataset; level of theory: the ωB97M-V functional and the def2-TZVPD basis.

Last columns: bonded neighbours and bond lengths (Å).
CARTESIAN COORDINATES (ANGSTROEM)
1 C -0.041 -0.487 1.032  C2 1.327, N5 1.245
2 C 1.034 -0.923 0.388  C1 1.327, N4 1.332, Cl7 1.776
3 C -0.513 1.257 -1.758  S6 1.720, Cl8 1.733, Br10 1.844
4 N 1.530 -0.459 -0.758  C2 1.332, S6 1.584
5 N -0.954 -0.291 1.856  C1 1.245, Br9 1.922
6 S 1.024 0.500 -1.913  C3 1.720, N4 1.584
7 Cl 1.631 -2.498 0.949  C2 1.776
8 Cl -0.462 2.828 -2.488  C3 1.733
9 Br -1.059 0.713 3.491  N5 1.922
10 Br -2.161 0.517 -1.389  C3 1.844

The LUMO energy (alpha / beta) comes out at -1.6081 / -1.9416 eV. Its spin multiplicity is 1. The orbital gap (alpha / beta) comes out at 6.59 / 6.36 eV.